# 1
Entry from the OMol25 dataset: a cluster of 12 separate species, C48H72F24O28 in total (ωB97M-V with the def2-TZVPD basis set).

- SMILES: CCOC(=O)C(F)(F)F.CCOC(=O)C(F)(F)F.CCOC(=O)C(F)(F)F.CCOC(=O)C(F)(F)F.CCOC(=O)C(F)(F)F.CCOC(=O)C(F)(F)F.CCOC(=O)C(F)(F)F.CCOC(=O)C(F)(F)F.CCOC(=O)OC.CCOC(=O)OC.CCOC(=O)OC.CCOC(=O)OC
- Molecular weight: 1553.0 g/mol
- Electronic energy: -173492.1640 eV
- HOMO level: -0.3894 hartree
- Orbital gap: 0.404 hartree

Geometry as ORCA input:
```
! RIJCOSX wB97M-V def2-TZVPD def2/J DEFGRID3
* xyz 0 1
C 3.7657 4.1386 -1.6666
C 5.0712 4.5088 -1.0473
O 5.0246 5.5815 -0.1916
C 5.4469 6.8433 -0.4692
O 5.8566 7.2322 -1.5418
O 5.3527 7.5712 0.6831
C 5.3056 8.9547 0.6551
H 2.9089 3.9393 -1.0230
H 3.9697 3.3471 -2.3876
H 3.4239 4.9558 -2.3018
H 5.9064 4.7285 -1.7123
H 5.3508 3.6054 -0.5052
H 6.3537 9.2490 0.6000
H 4.8924 9.3636 1.5772
H 4.8228 9.3715 -0.2288
C -3.9618 2.5730 -1.1982
C -3.5552 1.1831 -1.6543
O -4.5848 0.7911 -2.5058
C -4.8267 -0.5095 -2.6398
O -4.0905 -1.4376 -2.2483
O -5.9219 -0.6744 -3.3415
C -6.2989 -1.9040 -3.9301
H -3.3009 3.0095 -0.4493
H -4.9921 2.5168 -0.8468
H -3.9562 3.1947 -2.0935
H -3.4718 0.5728 -0.7550
H -2.5527 1.3097 -2.0629
H -6.7675 -2.5293 -3.1701
H -5.4540 -2.4203 -4.3858
H -7.0759 -1.6720 -4.6584
C 2.9702 0.3782 -2.0432
C 1.7973 0.7327 -1.2014
O 1.2394 -0.4157 -0.5322
C 0.3008 -0.3235 0.3211
O -0.2290 0.6929 0.7022
O -0.0512 -1.5749 0.6504
C -1.2167 -1.7944 1.4575
H 2.8041 -0.4353 -2.7494
H 3.7357 0.0203 -1.3547
H 3.3548 1.2771 -2.5251
H 0.9879 1.1348 -1.8108
H 2.0402 1.5878 -0.5707
H -0.8994 -1.5547 2.4724
H -1.5922 -2.8175 1.4776
H -2.0611 -1.1654 1.1759
C -9.0133 -3.8576 4.3256
C -8.7113 -2.6535 3.4288
O -7.2691 -2.5083 3.1389
C -6.8392 -2.3467 1.9151
O -7.4639 -2.3536 0.8656
O -5.5336 -2.0854 1.9620
C -4.7664 -1.8247 0.7730
H -10.0907 -4.0224 4.3194
H -8.7190 -3.7830 5.3725
H -8.5410 -4.7854 4.0028
H -9.0378 -1.8106 4.0380
H -9.2701 -2.6340 2.4932
H -5.3437 -1.9056 -0.1480
H -3.8703 -2.4346 0.6583
H -4.4242 -0.8017 0.9293
C 1.8500 2.6413 6.7347
C 2.2559 1.2270 6.1624
O 1.1209 0.4716 5.6728
C 0.4399 -0.2993 6.5258
O 0.7704 -0.4603 7.6844
C -0.9191 -0.8232 5.9142
F -0.8608 -2.2307 6.0939
F -1.9573 -0.3374 6.5973
F -1.0619 -0.4561 4.6202
H 1.1173 2.4935 7.5280
H 1.4003 3.3007 5.9924
H 2.6883 3.1383 7.2231
H 2.7932 0.8407 7.0286
H 2.9681 1.3745 5.3506
C -5.1159 -1.6356 5.7117
C -4.5596 -2.9601 5.9784
O -4.8824 -3.9118 4.8633
C -3.9074 -4.1481 3.9392
O -2.8413 -3.4976 3.8741
C -4.2928 -5.3049 2.9633
F -5.5065 -5.8676 3.1999
F -4.2787 -4.8717 1.6636
F -3.3491 -6.2038 3.0791
H -4.9505 -1.0502 6.6161
H -6.1445 -1.4846 5.3840
H -4.4659 -1.2015 4.9520
H -4.9855 -3.3499 6.9029
H -3.4826 -2.9354 6.1445
C 8.2019 5.3577 -4.9612
C 6.8409 5.5642 -4.3423
O 6.1166 4.3818 -4.5455
C 5.6183 4.0846 -5.7669
O 5.9069 4.7815 -6.7560
C 4.6097 2.9430 -5.8257
F 3.7456 3.1301 -4.8449
F 3.9869 2.9703 -7.0021
F 5.2910 1.8433 -5.6324
H 8.6196 4.4449 -4.5364
H 8.8729 6.1819 -4.7194
H 8.2333 5.3714 -6.0507
H 6.3013 6.4641 -4.6375
H 6.8824 5.7127 -3.2633
C 6.9353 -1.8667 -0.2835
C 6.5223 -0.4782 -0.7898
O 7.5729 -0.1381 -1.6686
C 7.4989 0.9455 -2.4259
O 6.4905 1.6399 -2.4408
C 8.8123 1.2948 -3.2434
F 9.2824 2.4554 -2.7775
F 9.7597 0.3304 -3.1359
F 8.5258 1.4352 -4.5569
H 7.9243 -1.8784 0.1746
H 7.1372 -2.5012 -1.1465
H 6.1293 -2.4679 0.1373
H 6.3195 0.2060 0.0341
H 5.5926 -0.5275 -1.3568
C 2.0125 -4.0809 -1.9377
C 0.9173 -3.2189 -2.6499
O -0.3964 -3.5229 -2.2070
C -1.0298 -4.6216 -2.7593
O -0.5975 -5.2473 -3.7501
C -2.3635 -4.8383 -2.1228
F -2.3837 -6.1074 -1.6624
F -2.5683 -4.0651 -1.0654
F -3.3904 -4.7601 -2.9853
H 1.9409 -5.1685 -1.9428
H 2.1232 -3.7358 -0.9097
H 2.9875 -3.8512 -2.3675
H 0.9605 -3.3385 -3.7324
H 1.1074 -2.1857 -2.3592
C -8.5848 0.8207 3.8415
C -7.8512 2.1815 3.8334
O -6.6037 2.2304 3.2116
C -5.4429 1.6758 3.8210
O -5.3345 1.3486 5.0052
C -4.2419 1.6576 2.8834
F -3.4812 2.7236 3.1001
F -3.6073 0.4861 2.9701
F -4.7427 1.6499 1.6592
H -8.4798 0.1313 3.0037
H -9.6581 0.9825 3.9406
H -8.3101 0.2366 4.7198
H -7.6593 2.6187 4.8132
H -8.4390 2.9493 3.3303
C -1.0612 -2.2056 -8.4338
C -0.2400 -0.8929 -8.3351
O 0.6619 -0.9994 -7.2889
C 1.5748 -0.0415 -7.0632
O 1.6630 1.0153 -7.7153
C 2.4796 -0.2606 -5.8490
F 2.3181 0.7326 -4.9634
F 2.1473 -1.3718 -5.1878
F 3.7339 -0.3615 -6.3301
H -1.7856 -2.1077 -9.2424
H -1.6763 -2.4614 -7.5710
H -0.4266 -3.0797 -8.5793
H -0.9828 -0.1286 -8.1065
H 0.1512 -0.6030 -9.3102
C 1.7343 -3.9152 2.6999
C 1.4779 -2.7963 3.6415
O 1.8560 -1.5597 3.0015
C 3.0735 -0.9913 3.2303
O 3.8327 -1.2838 4.1881
C 3.4703 0.0657 2.1377
F 3.6903 -0.6499 0.9970
F 2.5006 1.0044 1.9438
F 4.6196 0.6013 2.4607
H 0.8243 -4.0947 2.1275
H 2.0478 -4.8009 3.2525
H 2.5922 -3.6654 2.0757
H 1.9281 -2.9013 4.6286
H 0.4120 -2.6649 3.8280
*
```

Results of the Löwdin charge analysis, in e, for atoms 1 through 4: C -0.0469; C -0.2511; O 0.0350; C -0.5030

***

# 2
Entry from the OMol25 dataset: a structure of composition C48H75BrCaClFN6O10 (ωB97M-V with the def2-TZVPD basis set).

- Molecular weight: 1070.6 g/mol
- Electronic energy: -184106.5559 eV
- HOMO level: -0.2004 hartree
- Orbital gap: 0.028 hartree

Geometry as ORCA input:
```
! RIJCOSX wB97M-V def2-TZVPD def2/J DEFGRID3
* xyz 0 1
C -4.2094 -2.8268 1.3950
C -3.9896 -2.9565 -0.2150
C -5.1189 -2.0708 -0.9616
C -4.5215 -0.6918 -1.5772
C -5.1960 0.5829 -0.8374
C -4.0755 1.6476 -0.3868
C -3.2075 1.1613 0.9178
C -1.9781 2.1941 1.0417
C -0.8943 1.8394 2.1852
C -0.7091 0.2634 2.4891
C 0.8217 0.0264 2.9763
C 1.4531 -1.3837 2.4236
C 1.4028 -1.3750 0.8119
C 2.5879 -2.2896 0.1181
C 3.5220 -1.3928 -0.8439
N 3.3974 -1.6833 -2.3180
C 3.8925 -3.0692 -2.7038
O 3.1930 -4.1226 -2.5054
N 5.2129 -3.2942 -3.3943
C 4.9809 -3.5763 -4.8536
O 5.7452 -3.1047 -5.7850
F 3.8689 -4.3807 -5.3253
C 4.2895 -0.7125 -3.0979
C 3.7389 0.8135 -3.0572
N 2.4521 0.8336 -3.8264
C 1.4820 -0.0721 -3.1326
N 0.9898 0.6418 -1.9022
C 0.4261 1.7742 -2.3082
O 0.1699 2.9827 -2.5508
C 2.0031 -1.5762 -2.8783
H -4.6737 -3.8106 1.7696
H -3.2033 -2.6584 1.9227
H -4.9453 -1.9772 1.6743
H -2.9355 -2.5868 -0.4885
H -4.0705 -4.0742 -0.5281
H -6.0499 -1.8880 -0.2882
H -5.5190 -2.7226 -1.8417
H -3.3801 -0.5934 -1.4911
H -4.7818 -0.6886 -2.6993
H -5.8407 0.2310 0.0429
H -5.8676 1.1088 -1.6208
H -4.5661 2.6765 -0.1598
H -3.3630 1.8492 -1.2864
H -3.8767 1.2589 1.8511
H -2.9070 0.0751 0.7039
H -1.4428 2.3374 0.0294
H -2.4313 3.2340 1.3050
H 0.1124 2.3195 1.8502
H -1.2469 2.3317 3.1775
H -1.4275 0.0202 3.3748
H -1.0327 -0.4300 1.6312
H 0.7993 -0.0127 4.1425
H 1.5290 0.9087 2.7139
H 0.8182 -2.2100 2.9178
H 2.5578 -1.4198 2.7390
H 0.3787 -1.7647 0.4139
H 1.4737 -0.2635 0.4854
H 3.1603 -2.7568 1.0011
H 2.0362 -3.1446 -0.4049
H 3.3614 -0.2963 -0.5502
H 4.6340 -1.6417 -0.5565
H 5.5372 -4.2182 -3.0231
H 5.3726 -0.7955 -2.6898
H 4.3399 -0.9921 -4.2283
H 4.5167 1.4362 -3.6606
H 3.6836 1.2677 -2.0076
H 2.6931 0.4090 -4.7518
H 0.5634 -0.1652 -3.8441
H 1.1946 -2.1253 -2.2803
H 2.0319 -2.0935 -3.9219
N 6.2287 -0.4349 0.5534
C 5.6307 -0.1889 1.7321
C 6.2746 0.3758 2.8207
C 7.6165 0.7049 2.6916
C 8.2603 0.4611 1.4868
C 7.5283 -0.1041 0.4557
H 4.5820 -0.4665 1.7852
H 5.7410 0.5536 3.7463
H 8.1556 1.1478 3.5223
H 9.3068 0.7053 1.3519
H 7.9864 -0.3104 -0.5066
C -9.2411 -3.8316 3.1144
C -8.3265 -2.9215 2.7757
C -8.5129 -2.0492 1.5975
O -7.6770 -1.2192 1.2864
C -9.7516 -2.2227 0.8103
C -10.6664 -3.1328 1.1489
C -10.4802 -4.0053 2.3273
O -11.3153 -4.8347 2.6382
H -9.1205 -4.4794 3.9738
H -7.4139 -2.7810 3.3419
H -9.8721 -1.5749 -0.0491
H -11.5788 -3.2731 0.5826
C -7.4972 2.9432 0.8538
O -7.2888 3.0231 -0.5475
H -8.1456 2.0922 1.0658
H -6.5389 2.8027 1.3610
H -7.9762 3.8599 1.2075
H -6.7127 3.7829 -0.7070
C -2.8060 6.6296 5.3699
C -2.5059 5.1962 4.9645
O -1.1382 4.8323 5.1310
C -0.6213 4.9138 6.4489
C -1.3550 4.0237 7.4393
H -2.1844 7.3273 4.7981
H -3.8579 6.8646 5.1883
H -2.6029 6.8056 6.4281
H -2.7328 5.0770 3.9020
H -3.1523 4.4921 5.4978
H -0.6095 5.9544 6.7880
H 0.4269 4.5966 6.3939
H -2.4046 4.2984 7.5394
H -0.8924 4.0954 8.4315
H -1.3239 2.9798 7.1103
O -3.3853 1.9749 7.3285
H -3.0203 1.4251 8.0191
C 1.7755 5.8430 -2.4610
C 1.6810 6.8701 -1.3392
C 2.9891 7.6255 -1.1038
C 4.0598 6.7498 -0.6159
N 4.9024 6.0620 -0.2368
H 2.4931 5.0539 -2.2231
H 0.8034 5.3710 -2.6200
H 2.0801 6.3153 -3.3993
H 1.3624 6.3695 -0.4186
H 0.9000 7.5938 -1.5952
H 2.8130 8.4145 -0.3650
H 3.3054 8.1225 -2.0265
Ca -0.0309 1.5565 7.6913
C 7.6585 -8.2604 -7.2401
C 6.3896 -8.4023 -7.6265
C 5.4194 -7.2952 -7.4946
O 4.2606 -7.4249 -7.8447
C 5.9082 -6.0234 -6.9196
C 7.1792 -5.8829 -6.5353
C 8.1488 -6.9905 -6.6665
O 9.3095 -6.8605 -6.3164
H 8.3822 -9.0611 -7.3288
H 6.0144 -9.3259 -8.0499
H 5.1912 -5.2198 -6.8307
H 7.5559 -4.9588 -6.1139
Cl 2.1622 -7.8850 -8.9487
Br 3.2949 -4.7821 0.1088
*
```

Results of the Löwdin charge analysis, in e, for atoms 1 through 4: C -0.1306; C -0.2373; C -0.2101; C -0.1924

***

# 3
Entry from the OMol25 dataset: a cluster of 11 separate species, C48H75N11 in total (ωB97M-V with the def2-TZVPD basis set).

- Molecular weight: 806.2 g/mol
- Electronic energy: -67371.8590 eV
- HOMO level (alpha / beta): -0.3403 / -0.3403 hartree
- Orbital gap (alpha / beta): 0.240 / 0.096 hartree

Geometry as ORCA input:
```
! RIJCOSX wB97M-V def2-TZVPD def2/J DEFGRID3
* xyz 1 2
N -0.2541 4.4484 -4.6852
C -0.3108 3.0946 -4.5576
C -1.5015 2.7184 -5.0973
C -2.2198 3.8340 -5.5123
C -1.4467 4.9228 -5.1711
H 0.5004 5.0575 -4.4029
H 0.5697 2.5571 -4.2379
H -1.8765 1.7249 -5.2938
H -3.1754 3.8348 -6.0154
H -1.6761 5.9634 -5.3473
N 5.0027 -5.1936 3.6427
C 4.6029 -4.3325 2.7131
C 4.6676 -4.9824 1.4915
C 5.0240 -6.3462 1.7254
C 5.1945 -6.4482 3.0617
H 5.0384 -4.9479 4.6217
H 4.3964 -3.2878 2.8928
H 4.6261 -4.4500 0.5528
H 5.2207 -7.0122 0.8983
H 5.5287 -7.3066 3.6254
N 6.3122 0.3310 -0.8815
C 7.5739 0.0873 -1.3467
C 7.6292 -1.2662 -1.6029
C 6.4319 -1.9039 -1.2585
C 5.5965 -0.8520 -0.9122
H 5.9974 1.2607 -0.6437
H 8.3100 0.8746 -1.4140
H 8.4719 -1.7973 -2.0204
H 6.0688 -2.9183 -1.3339
H 4.5819 -0.8623 -0.5424
N -6.2897 1.7108 -4.0617
C -4.9904 2.0726 -3.7245
C -4.4733 1.0505 -2.9201
C -5.4293 0.0390 -2.6711
C -6.5271 0.5031 -3.3919
H -6.9511 2.2834 -4.5664
H -4.5019 2.9855 -4.0318
H -3.5205 1.1819 -2.4288
H -5.3348 -0.8670 -2.0909
H -7.5425 0.1393 -3.4470
N 2.7812 -6.3300 -3.5554
C 3.3869 -5.7608 -2.4133
C 3.2959 -4.3920 -2.5384
C 2.6307 -4.0737 -3.7294
C 2.3287 -5.2608 -4.2979
H 2.6074 -7.2896 -3.8183
H 3.7936 -6.3805 -1.6278
H 3.8203 -3.6761 -1.9228
H 2.4609 -3.0642 -4.0735
H 1.9287 -5.4793 -5.2770
N 2.8804 1.2782 -0.1536
C 3.3467 1.9682 0.9365
C 4.2028 2.9816 0.5466
C 4.1704 2.9325 -0.8787
C 3.4748 1.7950 -1.3045
H 2.3783 0.4027 -0.1930
H 3.0304 1.6921 1.9315
H 4.7876 3.7204 1.0744
H 4.7416 3.6436 -1.4569
H 3.3078 1.3086 -2.2542
N -4.0590 -3.0221 1.6232
C -4.4835 -2.4454 0.4007
C -3.8098 -1.2211 0.2657
C -3.0040 -0.9563 1.4446
C -3.1290 -2.1442 2.1981
H -4.2170 -3.9521 1.9841
H -5.2045 -3.0073 -0.1746
H -3.8655 -0.4714 -0.5098
H -2.2735 -0.1949 1.6749
H -2.5913 -2.3513 3.1115
N -0.5213 -4.1420 4.6666
C -0.5855 -2.8084 4.9205
C -1.4354 -2.6198 6.0066
C -1.7705 -3.9003 6.5019
C -1.2422 -4.8163 5.6032
H -0.1061 -4.6461 3.8962
H -0.1284 -2.0506 4.3014
H -1.6151 -1.6374 6.4176
H -2.4222 -4.1106 7.3370
H -1.3447 -5.8905 5.5587
N -1.9825 2.7313 2.6760
C -2.3193 1.8339 3.6571
C -1.1124 1.1300 4.0574
C -0.0631 1.8559 3.4946
C -0.6225 2.7939 2.6570
H -2.5889 3.3986 2.2210
H -3.3570 1.6533 3.8960
H -0.9121 0.3860 4.8143
H 0.9608 1.7046 3.8033
H -0.1886 3.5740 2.0491
C -2.3626 6.3792 2.6847
C -3.3823 5.8028 1.7186
N -2.8890 4.7067 0.8553
C -1.9143 5.2800 -0.0726
C -1.2056 4.2442 -0.9784
C -3.9767 4.1362 0.0784
C -4.9067 3.2404 0.9570
H -1.7700 7.1310 2.1635
H -1.6489 5.6169 2.9974
H -2.7671 6.7896 3.6099
H -4.1920 5.4451 2.3546
H -3.7827 6.5810 1.0688
H -1.1706 5.8050 0.5270
H -2.2992 6.0876 -0.6953
H -0.9206 3.2942 -0.5262
H -0.3257 4.6102 -1.5075
H -1.8905 3.9194 -1.7616
H -4.6111 4.7973 -0.5119
H -3.5961 3.4054 -0.6352
H -5.2618 3.7741 1.8385
H -5.7633 2.8790 0.3879
H -4.3939 2.3190 1.2329
C 1.8533 -1.9308 1.7232
C 0.6843 -1.1083 1.0927
N 0.8795 -0.9318 -0.3814
C -0.1487 0.0198 -0.8713
C 0.0555 0.3968 -2.4074
C 0.8835 -2.2049 -1.1370
C -0.4020 -2.9882 -1.3202
H 2.1236 -1.5461 2.7065
H 2.7693 -1.8512 1.1377
H 1.6421 -2.9790 1.9345
H -0.2700 -1.5625 1.3595
H 0.7357 -0.1184 1.5461
H -1.1349 -0.3950 -0.6631
H -0.0567 0.9861 -0.3755
H 0.9877 0.9438 -2.5485
H -0.0391 -0.4165 -3.1269
H -0.7512 1.0977 -2.6220
H 1.6433 -2.8562 -0.7050
H 1.2810 -1.9468 -2.1186
H -0.4037 -3.8262 -2.0173
H -1.1517 -2.3558 -1.7956
H -0.8354 -3.2615 -0.3582
*
```

Results of the Löwdin charge analysis, in e, for atoms 1 through 4: N 0.0067; C -0.1499; C -0.1396; C -0.1234